Computed, not measured: 6 unconnected molecules or ions with the total composition C9H30O9, with wB97M-V/def2-TZVPD.

```
48
Properties=species:S:1:pos:R:3:forces:R:3:lowdin_charge:R:1
C 3.62668 -2.21042 -2.91744 2.1580 0.3735 0.3701 -0.170
O 3.46439 -2.42903 -4.30205 -1.2939 -0.7793 -0.3511 -0.123
H 2.78908 -2.16626 -2.22132 -0.6723 0.2901 -1.0323 0.072
H 4.25655 -2.97622 -2.46475 0.1453 -0.3100 -0.0504 0.071
H 4.23778 -1.30789 -2.92636 -0.2793 0.4284 1.1190 0.076
H 4.28849 -2.80949 -4.61462 -0.0923 -0.0029 -0.0551 0.074
C -0.59595 2.19910 3.32363 -0.2496 -0.7745 -0.7612 -0.184
O -0.79423 2.94639 4.48781 -0.1635 0.1775 0.8060 -0.112
H -1.00518 1.20422 3.49930 0.0889 -0.0520 0.3046 0.075
H -1.16691 2.53724 2.45890 0.0581 0.4942 -0.0816 0.077
H 0.43993 2.05110 3.01846 0.1684 0.2610 0.1153 0.061
H -0.48572 3.85390 4.43461 0.1002 -0.1244 -0.4134 0.074
C 0.27955 0.23746 -0.30566 -0.9455 -1.0323 0.0166 -0.173
O 0.93482 1.26178 0.34489 0.7677 0.8153 0.9842 -0.118
H 0.87009 -0.65938 -0.49282 0.6278 0.1986 -0.6125 0.071
H -0.44970 -0.19011 0.38243 -0.4662 0.4849 0.0314 0.068
H -0.22409 0.61943 -1.19367 -0.0643 -0.4173 -0.2193 0.081
H 1.59886 1.66485 -0.21920 0.1675 0.0849 -0.2434 0.054
C -1.93015 -2.12258 -4.09318 -0.8385 1.8844 0.3964 -0.253
C -2.76898 -1.03763 -3.40651 0.8865 -0.2895 -0.5541 -0.259
O -3.45764 -1.56280 -2.30219 -1.0990 0.2993 -0.2708 -0.052
O -0.95745 -2.48065 -3.13455 0.2092 -0.8238 -0.6829 -0.063
H -1.48844 -1.67663 -4.98432 0.3056 0.0112 -0.1617 0.115
H -2.54078 -2.96585 -4.41589 -0.1780 -0.1261 0.2175 0.120
H -3.37037 -0.52960 -4.16038 -1.0318 -0.5650 0.2713 0.116
H -2.13771 -0.20015 -3.10945 0.6287 -0.1614 0.3050 0.107
H -2.85420 -2.00763 -1.70253 0.3732 0.1160 -0.1104 0.077
H -0.53951 -3.20440 -3.60690 0.7703 -0.3079 0.6626 0.085
C 3.19487 4.36024 0.02728 1.9864 -1.2667 -0.1709 -0.232
C 3.50651 3.60791 1.29470 -0.7083 0.7076 1.6189 -0.236
O 4.67602 2.75227 1.16913 -0.8886 1.0746 -0.5509 -0.059
O 3.16798 3.32451 -0.92734 -0.8541 -0.3038 -1.3567 -0.077
H 4.10600 4.90234 -0.22589 -0.2270 1.0348 0.1513 0.118
H 2.29445 4.97428 0.00982 0.1081 -0.2592 0.2124 0.133
H 2.61248 3.04253 1.55767 0.1020 -0.4369 0.0375 0.103
H 3.61728 4.37481 2.06133 0.4534 -0.1432 0.4788 0.115
H 4.93264 2.42600 2.03476 -0.1713 0.0800 0.0417 0.090
H 4.04576 2.95623 -0.80294 0.0738 -0.6332 -0.4133 0.073
C -3.89871 -1.92893 2.14296 -0.4233 0.1805 -1.1176 -0.279
C -3.78640 -2.16006 3.59048 0.5779 0.1238 1.2220 -0.252
O -3.10145 -3.38292 3.92668 -0.6846 0.3310 -0.1340 -0.059
O -2.67319 -1.59031 1.53291 -0.1096 0.1809 -0.3266 -0.054
H -4.66245 -1.18035 1.93214 0.5074 0.7940 0.1492 0.124
H -4.39430 -2.75911 1.63969 0.3266 -0.8036 0.0141 0.119
H -4.78190 -1.98889 4.00009 -0.2165 -0.8243 0.4910 0.119
H -3.16304 -1.42170 4.09481 0.0035 0.3437 -0.3725 0.124
H -3.69077 -4.11707 3.73876 -0.0360 -0.1702 -0.0513 0.081
H -2.02098 -2.23056 1.82672 0.0988 -0.1627 0.0771 0.084
```
Forces are in eV/Å.

## Properties
HOMO-LUMO gap ... 0.3879 Eh
Structure (SMILES) ... OCCO.OCCO.OCCO.CO.CO.CO
E_LUMO ... 0.61 eV
Calculated total energy ... -28242.6213 eV

---

Computed, not measured: a molecular structure, C6H13HoO5, with wB97M-V/def2-TZVPD.

```
25
Properties=species:S:1:pos:R:3:forces:R:3:mulliken_spin:R:1
O 0.56770 -2.06588 0.22412 -0.7060 0.2732 -0.8059 0.002
C -0.61432 -1.36781 0.09903 -2.1629 0.1420 -3.4298 -0.017
C -0.66330 -0.05441 0.86532 -0.1520 0.5799 -0.8645 0.006
O -0.02153 -0.27542 2.12364 0.5992 -1.0008 0.1039 -0.001
C 0.48743 0.85277 2.83468 0.2967 0.8438 0.3598 0.001
C 1.56624 0.31647 3.77700 -0.5231 1.1831 1.2293 0.001
O 2.45780 -0.51685 3.10983 0.0810 1.3823 1.0778 0.000
Ho 1.77392 -1.67398 1.69529 2.0276 -2.4127 0.0774 4.007
H -1.44366 -2.00755 0.45844 0.1840 0.2524 -0.4135 -0.005
H -1.69495 0.29946 1.01587 0.3063 -0.1812 -0.0693 -0.001
H -0.10698 0.73404 0.32687 -0.0671 -0.1243 0.1991 0.002
H -0.32361 1.36188 3.37738 0.2474 -0.1694 -0.1399 0.000
H 0.92999 1.55808 2.11000 -0.1371 -0.1754 0.1353 0.000
H 1.06084 -0.21469 4.60984 0.3002 0.1014 -0.2893 0.000
H 2.07191 1.19293 4.22604 -0.1443 -0.3533 -0.1288 0.000
H -0.75960 -1.14081 -1.12698 -0.1856 -0.3743 3.0497 0.006
O 0.76926 -0.72881 -3.46717 0.2080 -0.0798 0.4471 0.090
C -1.11981 1.38714 -3.26629 0.1406 0.3546 0.0362 -0.003
O -1.38544 0.08911 -3.76401 -0.0459 -0.3882 0.4408 0.117
C -0.58105 -0.91549 -3.30407 -0.1815 0.2031 -1.0711 0.757
H -1.91604 2.04171 -3.63535 0.2355 -0.1942 0.0864 -0.002
H -1.13525 1.39200 -2.16419 -0.0302 -0.0112 -0.1909 -0.003
H -0.14790 1.76904 -3.61463 -0.2623 -0.1167 0.0332 0.010
H -0.89544 -1.86720 -3.74104 -0.0065 0.2029 0.2952 0.047
H 1.12383 -0.16574 -2.76959 -0.0219 0.0630 -0.1680 -0.013
```
Forces are in eV/Å.

## Properties
HOMO-LUMO gap (alpha / beta) ... 0.1869 / 0.3122 Eh
Multiplicity ... 6
Net charge ... +1
E_LUMO (alpha / beta) ... -5.13 / -5.01 eV
Calculated total energy ... -42458.1678 eV

---

Computed, not measured: 2 unconnected molecules or ions with the total composition C4H14NO3, with wB97M-V/def2-TZVPD.

```
22
Properties=species:S:1:pos:R:3:forces:R:3:lowdin_charge:R:1
C -1.53647 -1.23936 -1.94458 -2.2165 -0.7811 1.2691 -0.211
O -1.03159 -2.54880 -1.92160 1.0085 0.2026 -0.7983 -0.037
C -0.94573 -0.29603 -0.88005 -0.8391 0.2327 -0.9810 -0.254
C -0.22003 -1.03536 0.19313 1.3458 -1.5009 1.3343 -0.135
C 0.60464 -0.19300 1.16683 1.8635 0.6754 -1.4459 -0.153
O 0.45915 1.23649 0.91838 -1.2327 0.2224 0.5541 -0.066
N -0.19618 0.92828 -1.50144 0.5948 -1.4771 1.4126 0.179
H -2.58981 -1.54977 -1.66491 0.7820 1.4142 -0.1537 0.159
H -1.60451 -0.66567 -2.87096 0.2706 -0.6324 -0.5252 0.125
H -0.22140 -2.64040 -2.43185 0.1160 -0.0539 -0.1036 0.105
H -1.76503 0.24889 -0.41441 -0.2489 -0.0825 -0.0031 0.152
H 0.52474 -1.78697 -0.15577 -0.8072 0.4787 -0.4119 0.136
H -0.91061 -1.67008 0.79147 -0.0762 0.5909 -0.7400 0.155
H 1.67984 -0.32656 0.89182 -0.7895 -0.0093 0.6256 0.146
H 0.48390 -0.43696 2.19822 -0.2262 0.0354 0.6706 0.125
H -0.41770 1.53773 1.24819 0.8122 -0.1414 0.0791 0.145
H 0.22333 1.24897 -0.48888 -0.7961 1.1357 -0.7920 0.107
H 0.65438 0.74033 -2.01060 0.1556 -0.5701 -0.6013 0.150
H -0.83614 1.44233 -2.11284 0.3094 0.3002 0.6458 0.162
H 1.91558 2.79269 3.41767 0.0940 0.8779 0.4309 0.018
H 3.24104 2.16958 4.07985 -0.4250 0.5747 -0.0246 0.046
O 2.48857 2.04368 3.49233 0.3048 -1.4922 -0.4415 -0.053
```
Forces are in eV/Å.

## Properties
HOMO-LUMO gap ... 0.3974 Eh
Net charge ... +1
E_LUMO ... -3.31 eV
Calculated total energy ... -11999.7308 eV

---

Computed, not measured: 2 unconnected molecules or ions with the total composition C2H5IN, with wB97M-V/def2-TZVPD.

```
9
Properties=species:S:1:pos:R:3:forces:R:3:lowdin_charge:R:1
C -1.82253 0.01192 -0.35194 -1.8240 1.2108 0.0816 0.024
C -0.86354 -0.19440 0.77082 -1.9333 1.1027 -2.1356 0.141
N -0.34981 -0.02584 -0.35696 0.7875 -0.8295 1.0764 0.187
I 3.27156 0.19528 -0.10746 -0.5383 0.2032 -0.0949 0.479
H -2.42883 -0.76614 -0.80677 0.6836 -0.5552 0.2120 0.123
H -2.40026 0.98566 -0.43166 1.5071 -0.8200 0.0012 0.150
H -0.82043 -0.13324 1.81378 0.8433 -0.5759 1.4497 0.153
H 4.81711 0.09049 0.18241 0.5615 -0.1420 0.1117 -0.323
H 0.59674 -0.16373 -0.71223 -0.0874 0.4059 -0.7022 0.065
```
Forces are in eV/Å.

## Properties
HOMO-LUMO gap ... 0.2865 Eh
Net charge ... +1
E_LUMO ... -5.90 eV
Calculated total energy ... -11735.1896 eV

---

Computed, not measured: 2 unconnected molecules or ions with the total composition C8H11FN3O, with wB97M-V/def2-TZVPD.

```
24
Properties=species:S:1:pos:R:3:forces:R:3:lowdin_charge:R:1
N 1.04769 -2.48646 -1.06562 0.0401 -0.1162 -0.0250 0.046
C 0.43114 -1.41000 -1.31398 0.0040 0.1050 -0.0230 -0.289
C -0.70802 -0.85037 -0.47385 -0.2346 -0.2354 0.1310 -0.373
N -1.73499 -1.81551 -0.22537 -0.0388 0.0140 -0.1175 -0.136
C -3.01116 -1.38582 -0.70124 -0.0661 0.1907 0.1321 -0.321
C -3.78804 -2.61308 -1.09508 0.3746 -0.3087 -0.2121 -0.456
O -4.24268 -3.48383 -0.43581 -0.1743 0.1635 0.0264 0.115
F -3.89539 -2.73969 -2.47680 -0.0097 0.0454 0.1364 0.008
H 0.59537 -2.91500 -0.25093 0.0018 -0.0280 0.0062 0.031
H 0.74313 -0.85153 -2.20522 0.0501 0.0612 0.0529 0.079
H -1.05867 0.08886 -0.94476 0.0446 -0.0205 -0.0070 0.085
H -0.21623 -0.54631 0.48643 0.0058 0.1632 -0.0637 0.067
H -3.66883 -0.84822 0.03646 0.0867 -0.0241 0.0189 0.094
H -2.96459 -0.73242 -1.59116 -0.0816 0.0040 0.0116 0.092
N 1.32962 1.64691 1.49061 -0.0107 0.0326 0.0765 0.011
C 2.39808 1.18931 0.77968 0.0335 -0.0786 -0.0633 -0.138
C 3.30252 2.21410 0.67169 -0.0094 0.0361 0.0356 -0.120
C 2.75032 3.33637 1.34992 0.0049 -0.0075 -0.0196 -0.130
C 1.52965 2.95161 1.84245 -0.0090 -0.0112 0.0136 -0.153
H 0.51171 1.09811 1.69456 -0.0193 -0.0021 -0.0901 0.127
H 2.41651 0.17877 0.40581 -0.0004 0.0120 -0.0302 0.102
H 4.24849 2.16595 0.15840 0.0044 -0.0030 0.0085 0.082
H 3.19321 4.31298 1.45744 0.0005 0.0013 0.0043 0.079
H 0.79113 3.49529 2.40637 0.0029 0.0064 -0.0026 0.099
```
Forces are in eV/Å.

## Properties
HOMO-LUMO gap ... 0.2084 Eh
Net charge ... -1
E_LUMO ... 3.20 eV
Calculated total energy ... -17708.7283 eV

---

Computed, not measured: a single C2H3Cl3O2S molecule, with wB97M-V/def2-TZVPD.

```
11
Properties=species:S:1:pos:R:3:forces:R:3:mulliken_spin:R:1
C 1.67338 -0.08555 -0.12396 -1.1993 1.7443 -1.7105 0.010
C -1.61015 -0.44042 0.05503 -3.0077 -3.3518 -2.0595 0.571
O -0.22115 2.11250 -0.25310 0.0544 0.3886 -1.6747 0.333
O 0.87119 0.19256 1.04443 0.4788 -0.3919 -0.5598 0.057
S -0.37059 1.20288 0.86140 1.5964 2.4813 4.0595 0.741
Cl -1.35892 -1.72846 1.17928 0.0511 0.0264 0.4411 0.083
Cl -1.20338 -1.02445 -1.57014 -0.4407 0.3447 -0.0391 0.128
Cl -3.30285 0.14230 0.18249 1.2291 0.0696 -0.2140 0.070
H 1.94149 0.89910 -0.60161 0.0757 -1.0282 0.5255 0.001
H 1.04644 -0.60899 -0.87188 0.5336 0.1036 0.5094 0.008
H 2.53453 -0.66147 0.09805 0.6285 -0.3867 0.7223 -0.002
```
Forces are in eV/Å.

## Properties
HOMO-LUMO gap (alpha / beta) ... 0.2572 / 0.2953 Eh
Multiplicity ... 3
E_LUMO (alpha / beta) ... 0.51 / -3.07 eV
Calculated total energy ... -54615.0052 eV